1.
{
  "formula": "C22H41BN6O4PbSi",
  "method": "wB97M-V/def2-TZVPD",
  "charge": 2,
  "energy_ha": -1999.144111,
  "species": ["H", "N", "B", "N", "C", "Pb", "H", "C", "H", "C", "H", "C", "H", "H", "H", "N", "N", "N", "N", "C", "C", "H", "H", "C", "C", "C", "C", "H", "H", "H", "H", "H", "C", "C", "C", "C", "O", "Si", "O", "O", "C", "C", "C", "C", "O", "C", "C", "C", "C", "H", "H", "H", "H", "H", "H", "H", "H", "H", "H", "H", "H", "H", "H", "H", "H", "H", "H", "H", "H", "H", "H", "H", "H", "H", "H", "H"],
  "coordinates": [[-0.972, 3.776, -2.384], [-0.715, 1.822, -3.264], [-0.529, -0.055, -5.029], [-0.452, 1.427, -4.563], [-0.236, 2.510, -5.332], [1.043, 1.266, -1.399], [0.022, 2.399, -6.375], [-0.414, 3.652, -4.551], [-0.346, 4.673, -4.882], [-0.737, 3.188, -3.268], [-0.087, -0.140, -6.146], [-2.236, -2.502, -1.721], [-1.366, -2.007, -1.275], [-2.292, -3.547, -1.412], [-3.148, -2.006, -1.396], [-2.069, -0.387, -5.143], [0.322, -0.945, -4.068], [-2.623, -1.406, -4.437], [0.961, -0.542, -2.901], [-3.034, 0.225, -5.908], [0.707, -2.216, -4.350], [-2.830, 1.063, -6.560], [0.362, -2.709, -5.251], [-4.250, -0.398, -5.617], [1.583, -2.655, -3.355], [-3.952, -1.383, -4.660], [1.715, -1.592, -2.463], [-5.227, -0.186, -5.986], [2.076, -3.612, -3.283], [-4.652, -2.021, -4.132], [2.301, -1.550, -1.553], [-2.155, -2.404, -2.784], [2.241, 3.808, 2.197], [2.301, 2.331, 2.571], [3.482, 1.645, 1.895], [2.423, 2.170, 4.081], [1.049, 1.734, 2.121], [0.744, 0.137, 1.781], [1.137, -0.211, 0.262], [1.569, -0.716, 2.937], [1.705, -2.164, 3.025], [2.355, -2.711, 1.763], [2.604, -2.434, 4.231], [0.339, -2.800, 3.245], [-0.869, -0.128, 1.962], [-1.865, 0.493, 2.822], [-3.212, -0.035, 2.334], [-1.616, 0.090, 4.272], [-1.830, 2.009, 2.677], [3.187, 4.296, 2.461], [1.439, 4.317, 2.742], [2.076, 3.940, 1.121], [4.410, 2.164, 2.178], [3.562, 0.598, 2.220], [3.392, 1.677, 0.801], [1.597, 2.676, 4.597], [2.432, 1.106, 4.353], [3.366, 2.623, 4.423], [3.370, -2.308, 1.645], [2.428, -3.805, 1.852], [1.769, -2.469, 0.870], [2.164, -2.019, 5.150], [2.727, -3.519, 4.373], [3.599, -1.990, 4.081], [-0.097, -2.463, 4.193], [-0.348, -2.567, 2.424], [0.459, -3.892, 3.299], [-3.266, -1.128, 2.427], [-4.020, 0.407, 2.931], [-3.373, 0.231, 1.281], [-0.613, 0.396, 4.599], [-2.352, 0.592, 4.918], [-1.732, -0.995, 4.397], [-0.890, 2.425, 3.056], [-1.958, 2.295, 1.626], [-2.656, 2.451, 3.255]],
  "forces_ev_per_a": [[0.1, -0.3, -0.1], [-0.5, 0.7, -0.2], [1.0, 1.1, 0.0], [0.4, 0.3, 1.0], [-0.3, 0.4, 0.6], [-0.1, -0.1, -0.5], [-0.1, 0.1, 0.1], [-0.1, -0.3, -0.1], [0.0, 0.0, 0.0], [0.4, -1.2, -1.2], [0.0, 0.1, 0.1], [0.0, 0.0, 0.7], [-0.1, -0.1, 0.1], [0.1, 0.1, -0.1], [0.0, 0.1, 0.1], [-1.0, -0.4, 0.2], [0.3, -0.5, 0.6], [0.8, 1.0, -1.1], [0.1, -1.0, 0.1], [2.4, -0.2, 1.0], [0.3, 0.6, 0.8], [0.2, -0.1, 0.0], [0.0, 0.1, 0.2], [-1.1, -2.2, 1.9], [-0.2, 0.0, -0.2], [-1.4, 1.4, -1.3], [-1.0, 0.3, -1.4], [-0.3, 0.2, -0.4], [-0.1, 0.1, -0.1], [0.4, -0.1, -0.1], [-0.2, 0.2, -0.1], [0.1, -0.3, -0.2], [0.0, 0.0, 0.0], [0.2, 0.1, 0.1], [0.2, 0.1, 0.0], [0.0, 0.0, 0.2], [-0.1, -1.1, -0.1], [1.2, 2.3, -1.2], [-0.6, 0.0, 0.4], [-0.9, -1.3, 0.0], [1.2, 0.1, 0.4], [0.1, -0.2, -0.5], [0.0, 0.1, 0.3], [-0.9, -0.3, 0.2], [-0.2, -0.1, 1.0], [-0.7, 0.4, -0.7], [-0.1, -0.4, 0.0], [0.3, -0.4, 0.6], [0.2, 0.5, 0.2], [-0.2, -0.1, -0.1], [0.1, -0.1, -0.1], [0.0, 0.0, 0.1], [-0.3, -0.2, -0.1], [0.1, 0.2, -0.1], [0.1, 0.0, 0.2], [0.2, -0.1, -0.1], [0.0, 0.3, 0.0], [-0.3, -0.1, -0.1], [-0.3, 0.0, 0.0], [0.0, 0.4, 0.0], [0.1, -0.1, 0.1], [0.1, -0.1, -0.3], [-0.1, 0.4, -0.1], [-0.3, -0.1, 0.0], [0.2, 0.0, -0.2], [0.2, 0.0, 0.1], [0.1, 0.4, 0.0], [0.0, 0.2, 0.0], [0.2, -0.1, -0.1], [0.1, 0.0, 0.3], [-0.2, -0.1, -0.1], [0.2, -0.1, -0.3], [0.0, 0.3, 0.0], [-0.3, -0.1, -0.2], [0.0, 0.0, 0.2], [0.2, -0.3, -0.2]],
  "mulliken_charge": [0.53, -0.84, -0.28, 0.59, -0.23, 1.19, 0.51, -0.95, 0.45, -0.15, -0.02, -0.74, 0.00, 0.39, 0.31, 0.53, 0.33, -0.37, -0.35, -0.06, -0.27, 0.52, 0.49, -0.64, -1.02, -0.33, -0.22, 0.46, 0.44, 0.48, 0.55, 0.25, -1.63, 1.44, -1.12, -1.47, 0.09, -0.87, -0.45, 0.50, 1.47, -1.29, -1.73, -1.38, 0.52, 1.49, -1.69, -1.34, -1.35, 0.43, 0.37, 0.27, 0.58, 0.14, 0.11, 0.34, 0.10, 0.51, 0.37, 0.53, 0.05, 0.37, 0.45, 0.38, 0.24, 0.28, 0.57, 0.38, 0.41, 0.37, 0.20, 0.51, 0.29, 0.15, 0.32, 0.53]
}

2.
{
  "formula": "C22H41Cl2N3O8P3S",
  "method": "wB97M-V/def2-TZVPD",
  "charge": 1,
  "energy_ha": -3971.091030,
  "species": ["C", "C", "O", "P", "O", "C", "C", "N", "C", "P", "S", "C", "C", "C", "O", "N", "C", "Cl", "C", "C", "Cl", "C", "P", "N", "O", "C", "C", "H", "H", "H", "H", "H", "H", "H", "H", "H", "H", "H", "H", "H", "H", "H", "H", "H", "H", "H", "H", "H", "H", "H", "H", "H", "H", "H", "H", "H", "O", "C", "O", "C", "C", "C", "H", "H", "H", "H", "H", "H", "O", "C", "O", "C", "C", "C", "H", "H", "H", "H", "H", "H"],
  "coordinates": [[-1.318, 1.496, -5.754], [-0.789, 1.721, -4.185], [-1.597, 0.821, -3.347], [-2.564, 1.703, -2.185], [-3.226, 3.012, -2.856], [-1.376, 2.327, -0.825], [-1.966, 2.148, 0.719], [-0.722, 1.862, 1.585], [-0.354, 0.445, 2.008], [-1.204, -1.236, 1.687], [-2.925, -1.200, 2.674], [1.024, 0.766, 2.844], [1.829, -0.516, 3.472], [0.965, -1.438, 4.516], [1.427, -2.849, 4.299], [1.307, 2.252, 2.834], [2.551, 2.763, 3.527], [2.337, 4.348, 4.464], [3.790, 2.771, 2.437], [4.401, 1.266, 2.115], [3.375, 3.544, 0.804], [0.208, 2.991, 2.067], [0.058, 4.875, 1.795], [-1.092, 5.329, 0.749], [-3.899, 0.739, -1.611], [-3.489, -0.636, -1.285], [-4.414, -1.804, -1.969], [-0.813, 2.252, -6.509], [-1.041, 0.366, -6.001], [-2.485, 1.644, -5.718], [0.369, 1.435, -4.217], [-0.830, 2.851, -3.883], [-0.403, 1.652, -0.870], [-1.033, 3.418, -1.074], [-2.653, 1.174, 0.779], [-2.555, 3.084, 1.106], [-0.469, -2.360, 2.279], [-1.371, -1.561, 0.293], [2.181, -1.177, 2.550], [2.836, -0.225, 4.041], [-0.197, -1.371, 4.395], [1.310, -1.185, 5.631], [1.383, -3.062, 3.303], [2.844, 1.936, 4.335], [4.663, 3.403, 2.912], [3.539, 0.637, 1.590], [4.677, 0.660, 3.094], [5.286, 1.318, 1.334], [1.313, 5.421, 1.342], [-0.272, 5.468, 3.096], [-0.559, 5.876, 0.008], [-3.606, -0.746, -0.103], [-2.367, -0.887, -1.526], [-3.699, -2.646, -2.380], [-5.050, -2.290, -1.106], [-5.145, -1.389, -2.814], [3.657, -3.614, 9.571], [3.039, -4.084, 8.630], [3.603, -4.439, 7.438], [2.575, -4.846, 6.536], [1.412, -5.238, 7.409], [1.558, -4.312, 8.590], [2.335, -4.005, 5.878], [2.929, -5.683, 5.928], [0.447, -5.154, 6.904], [1.531, -6.277, 7.741], [1.054, -3.356, 8.422], [1.206, -4.779, 9.513], [0.417, 0.584, -8.061], [-0.201, 0.114, -9.002], [0.363, -0.241, -10.194], [-0.665, -0.648, -11.096], [-1.828, -1.040, -10.222], [-1.682, -0.114, -9.042], [-0.905, 0.194, -11.754], [-0.311, -1.485, -11.704], [-2.794, -0.956, -10.728], [-1.709, -2.079, -9.891], [-2.187, 0.842, -9.210], [-2.034, -0.581, -8.119]],
  "forces_ev_per_a": [[-0.1, -0.2, 1.3], [1.3, 1.0, -2.7], [-1.2, 1.8, 2.6], [-3.2, 4.6, -4.0], [2.7, -5.1, 2.7], [1.0, -1.2, 1.0], [-0.2, -0.4, -1.1], [2.0, 0.7, 2.0], [5.6, 5.8, 1.8], [-2.1, 0.1, 1.7], [1.0, 0.1, -0.8], [-3.3, 0.0, -2.2], [0.8, 0.7, 0.1], [0.8, -0.6, 0.1], [-0.9, 1.7, -1.8], [-3.8, -2.5, -1.2], [1.3, -1.5, -0.3], [0.0, -1.7, -1.4], [1.7, -0.3, 0.9], [-1.3, -0.5, -0.4], [0.1, -0.6, 1.6], [0.7, -6.8, 1.0], [-2.1, 2.2, -1.5], [2.3, -0.2, 0.3], [4.3, 0.0, -1.1], [-0.1, -1.9, 1.5], [-0.1, 0.0, 0.4], [-1.0, -1.8, 1.7], [-0.7, 2.7, 0.3], [2.3, -0.3, -0.2], [-2.6, 0.2, 0.6], [-0.4, -2.2, -0.4], [-2.0, 1.3, 0.0], [-1.1, -2.0, 0.5], [1.5, 2.2, 0.0], [1.4, -1.8, -0.8], [0.3, 1.4, -0.9], [0.8, 0.6, 0.6], [-0.9, 1.4, 1.9], [-2.3, -0.4, -1.4], [2.2, 0.1, 0.2], [-1.0, -0.5, -2.6], [0.0, 0.5, 2.3], [-0.8, 2.0, -1.8], [-1.9, -1.1, -1.0], [1.8, 1.4, 1.0], [-0.3, 1.6, -2.0], [-1.8, 0.1, 1.9], [-0.3, -0.9, 1.0], [0.7, -1.3, -0.7], [-1.1, -1.0, 0.9], [0.2, 0.2, -2.4], [-2.0, 0.9, 0.1], [-1.6, 1.8, 0.6], [1.1, 1.0, -1.9], [1.8, -0.9, 1.9], [-0.6, -0.9, -1.9], [1.2, 1.1, 1.7], [0.2, 0.2, 0.8], [-0.1, -0.1, -0.8], [-0.7, -0.6, -0.2], [-0.4, -0.4, 0.0], [0.1, -0.2, 0.2], [0.2, 0.2, 0.1], [0.2, 0.0, 0.0], [0.0, 0.2, -0.1], [0.0, 0.0, 0.2], [0.1, 0.4, 0.0], [-0.4, -0.9, -1.8], [1.1, 1.0, 1.3], [0.1, 0.3, 0.9], [-0.1, -0.2, -0.8], [-0.8, -0.5, -0.2], [-0.4, -0.4, 0.0], [0.0, -0.1, 0.1], [0.2, 0.3, 0.1], [0.2, 0.0, 0.0], [0.0, 0.2, -0.1], [0.1, 0.0, 0.2], [0.1, 0.4, 0.0]],
  "mulliken_charge": [-0.71, -0.44, -0.37, 1.05, -0.73, -0.20, -0.93, 0.26, -0.32, 0.32, -0.30, 0.31, -0.20, -0.38, -0.53, 0.31, -0.32, -0.09, 0.08, -0.86, -0.14, 0.00, 0.23, -0.66, -0.40, 0.38, -1.05, 0.29, 0.14, 0.26, 0.28, 0.34, 0.32, 0.26, 0.21, 0.35, -0.01, 0.11, 0.40, 0.00, 0.23, 0.29, 0.32, 0.23, 0.43, 0.19, 0.23, 0.36, 0.13, 0.16, 0.26, -0.12, 0.15, 0.27, 0.29, 0.29, -0.58, 0.46, -0.37, 0.14, -0.53, -0.34, -0.19, 0.32, 0.31, 0.29, 0.22, 0.29, -0.56, 0.49, -0.36, -0.43, -0.58, -0.22, 0.26, 0.31, 0.34, 0.27, 0.25, 0.24]
}

3.
{
  "formula": "C22H41FN4O3PS3",
  "method": "wB97M-V/def2-TZVPD",
  "charge": 1,
  "relative_energy_kj_mol": 0.0,
  "species": ["C", "O", "C", "C", "C", "C", "C", "C", "C", "C", "C", "C", "C", "C", "N", "N", "C", "S", "C", "N", "C", "S", "C", "C", "S", "C", "F", "P", "C", "C", "H", "H", "H", "H", "H", "H", "H", "H", "H", "H", "H", "H", "H", "H", "H", "H", "H", "H", "H", "H", "H", "H", "H", "H", "H", "H", "H", "H", "H", "H", "H", "H", "H", "H", "H", "H", "H", "H", "C", "N", "O", "O", "H", "H", "H"],
  "coordinates": [[10.051, -2.104, 0.709], [9.848, -0.923, -0.031], [8.762, -1.021, -0.928], [8.388, 0.378, -1.395], [7.213, 0.980, -0.619], [5.842, 0.411, -1.038], [4.718, 1.457, -1.139], [3.704, 1.371, -0.001], [2.522, 2.321, -0.187], [1.428, 2.102, 0.852], [0.118, 2.808, 0.511], [-1.064, 2.327, 1.365], [-2.435, 2.481, 0.668], [-3.132, 1.139, 0.380], [-3.446, 0.851, -1.074], [-2.325, 1.082, -1.938], [-1.270, 0.497, -1.671], [0.078, -0.161, -1.358], [-4.563, 1.745, -1.624], [-4.428, 3.112, -1.276], [-5.182, 3.999, -1.639], [-6.145, 5.140, -2.059], [-5.872, 0.992, -1.448], [-5.403, -0.356, -1.998], [-6.573, -1.721, -1.957], [-4.065, -0.600, -1.284], [-3.241, -1.299, -2.108], [-4.068, -1.674, 0.294], [-3.985, -3.389, -0.280], [-5.599, -1.367, 1.232], [9.947, -2.994, 0.078], [9.326, -2.183, 1.527], [11.059, -2.077, 1.115], [9.022, -1.678, -1.768], [7.908, -1.490, -0.416], [9.260, 1.019, -1.260], [8.153, 0.374, -2.462], [7.382, 0.773, 0.441], [7.228, 2.063, -0.746], [5.541, -0.322, -0.284], [5.940, -0.131, -1.979], [5.140, 2.464, -1.159], [4.178, 1.321, -2.081], [3.338, 0.342, 0.080], [4.212, 1.608, 0.940], [2.905, 3.342, -0.124], [2.122, 2.160, -1.194], [1.784, 2.451, 1.825], [1.253, 1.024, 0.946], [0.267, 3.874, 0.702], [-0.097, 2.712, -0.558], [-1.087, 2.929, 2.272], [-0.887, 1.291, 1.666], [-3.090, 3.074, 1.303], [-2.281, 3.045, -0.246], [-2.511, 0.325, 0.733], [-4.096, 1.103, 0.883], [-4.377, 1.674, -2.700], [-6.601, 1.431, -2.125], [-6.232, 0.940, -0.423], [-5.175, -0.192, -3.054], [-6.367, -2.116, -3.217], [-3.890, -3.966, 0.640], [-4.842, -3.761, -0.838], [-3.068, -3.508, -0.850], [-5.718, -0.298, 1.404], [-5.437, -1.834, 2.202], [-6.525, -1.738, 0.793], [-4.995, -4.928, 4.756], [-4.552, -4.662, 3.360], [-4.806, -5.484, 2.509], [-3.950, -3.621, 3.156], [-5.506, -5.882, 4.770], [-4.105, -4.937, 5.377], [-5.650, -4.113, 5.047]],
  "forces_ev_per_a": [[-0.1, -0.1, -0.1], [0.1, 0.1, 0.0], [-0.2, -0.1, 0.0], [-0.1, 0.1, 0.0], [0.1, -0.2, -0.1], [0.1, 0.2, 0.4], [-0.1, -0.2, -0.1], [0.1, 0.2, 0.0], [0.3, -0.2, 0.2], [0.0, 0.1, -0.2], [0.2, 0.1, 0.3], [0.0, 0.2, -0.2], [0.4, -0.1, 0.0], [0.2, 0.7, 0.1], [-0.5, 0.4, -0.1], [0.0, -0.2, 0.2], [0.1, -0.1, 0.3], [0.0, -0.1, -0.2], [0.1, 0.1, -1.2], [-0.6, 0.2, 0.3], [0.1, -0.3, 0.2], [0.2, -0.1, 0.1], [0.5, -0.2, 0.0], [0.3, 0.4, -0.2], [-0.2, 0.0, 0.1], [-1.1, -1.3, 0.1], [0.3, 0.3, -0.2], [1.6, 0.4, 0.9], [-0.6, -0.1, -0.2], [-0.5, 0.0, -0.5], [0.1, 0.0, 0.0], [0.0, 0.0, 0.0], [0.0, 0.0, 0.1], [0.1, 0.0, 0.0], [0.0, 0.0, 0.0], [0.1, -0.1, -0.1], [0.0, 0.0, 0.0], [0.0, 0.2, 0.1], [-0.1, 0.0, 0.0], [0.0, -0.2, -0.2], [0.0, 0.0, -0.1], [0.0, 0.0, -0.1], [0.0, 0.1, 0.0], [0.0, 0.0, 0.0], [-0.1, -0.1, 0.1], [-0.2, 0.1, -0.2], [-0.1, 0.2, 0.0], [0.0, -0.1, 0.1], [0.0, 0.0, 0.1], [-0.1, 0.1, -0.2], [0.0, -0.1, 0.0], [0.1, -0.2, 0.2], [-0.1, 0.0, 0.0], [-0.1, 0.0, -0.1], [-0.1, 0.1, 0.0], [-0.1, -0.2, -0.1], [0.0, -0.2, 0.0], [0.2, 0.0, 0.0], [-0.2, 0.1, 0.3], [-0.1, 0.1, 0.0], [0.0, -0.1, 0.0], [0.0, 0.0, 0.0], [0.0, 0.0, 0.0], [0.0, 0.0, -0.1], [0.0, 0.0, 0.0], [0.1, 0.0, 0.1], [0.0, -0.1, 0.0], [0.0, -0.1, 0.0], [0.0, -0.1, 0.0], [0.1, 0.0, 0.0], [0.0, 0.0, 0.0], [-0.1, 0.0, 0.1], [0.0, 0.0, 0.0], [0.0, 0.0, 0.0], [0.0, 0.0, 0.0]],
  "mulliken_charge": [-0.73, -0.35, -0.46, -0.87, -0.82, -0.67, -0.62, -0.61, -0.62, -0.90, -0.77, -0.98, -1.14, -0.83, 0.99, -1.09, 0.60, -0.22, -0.42, -0.39, 0.46, -0.32, -0.64, -0.54, -0.14, 0.82, -0.42, 0.20, -0.90, -1.13, 0.32, 0.28, 0.25, 0.38, 0.34, 0.36, 0.42, 0.29, 0.48, 0.36, 0.47, 0.31, 0.35, 0.33, 0.19, 0.32, 0.31, 0.37, 0.41, 0.34, 0.49, 0.42, 0.45, 0.59, 0.57, 0.78, 0.19, 0.55, 0.55, 0.21, 0.54, 0.21, 0.28, 0.31, 0.37, 0.33, 0.42, 0.35, -0.75, 0.85, -0.51, -0.49, 0.32, 0.30, 0.29]
}